{"formula": "C2H4Si", "method": "the ωB97M-V functional and the def2-TZVPD basis", "symbols": ["Si", "C", "C", "H", "H", "H", "H"], "coordinates": [[1.1522, 0.0184, 0.0063], [-0.8303, 0.0559, 0.0634], [-2.0234, 0.0587, -0.0417], [-3.0660, -0.0535, 0.0808], [1.3745, -0.6992, -1.2798], [1.8777, 1.2702, -0.1083], [1.5153, -0.6506, 1.2793]], "forces_ev_per_angstrom": [[-2.522, -0.743, -0.176], [3.127, 0.527, -0.282], [-0.399, -0.278, 0.503], [-0.419, 0.121, -0.257], [0.216, -0.126, 0.464], [-0.152, 0.563, 0.107], [0.149, -0.064, -0.359]], "lumo_energy_ev": 0.99, "orbital_gap_ev": 11.4, "e_homo_ha": -0.3826, "molar_mass_g_mol": 56.1, "smiles": "C#C[SiH3]", "e_above_lowest_kcal_mol": 1.41}